Record 1
The following is a DFT calculation (ωB97M-V with the def2-TZVPD basis set) of an isolated ion of composition C37H43N4O2 and charge +1 at a distorted geometry.

The geometry in XYZ format:
```
86
C37H43N4O2 | the Open Molecules 2025 dataset | ωB97M-V with the def2-TZVPD basis set
C -1.67105 5.13036 0.79036
O -0.62873 4.60411 1.63969
C 0.66463 5.01584 1.45643
C 1.04634 5.83114 0.37578
C 2.21768 6.57502 0.48011
C 2.98571 6.53268 1.63700
C 2.60668 5.67280 2.68584
O 3.16752 5.76023 3.92080
C 4.25938 6.68716 4.17546
C 1.50242 4.79027 2.54901
N 0.95209 4.16426 3.72279
C 0.72007 4.98842 4.79663
C -0.12340 4.39332 5.67032
N -0.48787 3.18998 5.18252
C -1.28184 2.31096 6.01030
C -0.06059 3.05443 3.78270
C 0.07366 1.67138 3.34959
C -1.17963 0.91446 3.26988
C -2.42364 1.54893 2.96361
C -3.62307 0.85703 2.92063
C -3.64880 -0.55016 3.10864
C -2.43587 -1.21850 3.42855
C -1.27795 -0.47052 3.62719
C -2.42102 -2.70430 3.60080
C -3.67147 -3.38118 3.02796
C -4.91713 -2.62031 3.41954
N -4.82738 -1.22985 3.04376
C -6.09059 -0.53447 3.09201
C -6.06596 0.75115 2.29153
C -4.88535 1.62665 2.69426
C 1.31311 1.03333 3.06916
C 2.58435 1.64217 3.30389
C 3.78048 0.93752 3.18914
C 3.78055 -0.46744 2.93290
C 2.53587 -1.09158 2.65026
C 1.38300 -0.32353 2.58889
C 2.47609 -2.56239 2.36835
C 3.70280 -3.31137 2.88826
C 4.97165 -2.57929 2.50054
N 4.93802 -1.19018 2.90620
C 6.22538 -0.54194 2.83726
C 6.25494 0.72716 3.67091
C 5.09317 1.65227 3.32012
H -2.58403 4.68684 1.18827
H -1.72429 6.22842 0.84293
H -1.50138 4.80700 -0.24507
H 0.39644 5.95328 -0.49326
H 2.52574 7.22795 -0.33622
H 3.83813 7.20655 1.76115
H 4.49794 6.55399 5.23191
H 5.13200 6.43488 3.55862
H 3.96606 7.73089 3.98647
H 1.25025 5.91336 4.92412
H -0.45798 4.76515 6.62668
H -1.78233 1.54009 5.43257
H -0.64101 1.83879 6.77233
H -2.05885 2.89767 6.52483
H -0.84940 3.41990 3.11501
H -2.48844 2.61240 2.73339
H -0.41857 -0.99718 4.06219
H -2.33923 -2.95079 4.67218
H -1.52804 -3.12710 3.11834
H -3.74716 -4.40573 3.39917
H -3.59669 -3.42896 1.93531
H -5.07960 -2.70762 4.50540
H -5.80074 -3.02503 2.91962
H -6.35590 -0.30747 4.13888
H -6.85023 -1.21612 2.69950
H -5.99623 0.51370 1.22527
H -6.99550 1.30034 2.45458
H -4.70308 2.38138 1.91937
H -5.13862 2.18986 3.60984
H 2.64168 2.69107 3.55975
H 0.51374 -0.82929 2.15939
H 2.37848 -2.72404 1.28183
H 1.57789 -2.99212 2.82923
H 3.72988 -4.32009 2.46847
H 3.65465 -3.41475 3.97968
H 5.12726 -2.66571 1.41104
H 5.84183 -3.04319 2.97748
H 6.97757 -1.25818 3.19019
H 6.48593 -0.30662 1.78744
H 6.20802 0.45688 4.73106
H 7.20423 1.23796 3.49802
H 5.32131 2.17600 2.37496
H 5.00294 2.42663 4.08749
```

The calculation puts the energy relative to the best compared isomer or geometry (same formula, charge and spin) at 25.63 kcal per mole. As for the HOMO-LUMO gap: 4.38 eV. The value obtained for the LUMO energy is -3.9 eV. The calculation puts the HOMO energy at -8.26 eV. Its net charge is +1. Its structure (SMILES) is COc1cccc(OC)c1N1C=CN(C)[C@@H]1C(c1cc2c3c(c1)CCCN3CCC2)=c1cc2c3c(c1)CCC[N+]=3CCC2. The value obtained for the energy is -1804.9225 Eh.

Mulliken population analysis, charges in e, atoms 1 to 5: -0.9051, -0.4053, 0.2123, -1.0020, -0.6766

---

Record 2
The following is a DFT calculation (ωB97M-V with the def2-TZVPD basis set) of C37H43N4PSV as an isolated structure at a distorted geometry.

The geometry in XYZ format:
```
87
C37H43N4PSV | the Open Molecules 2025 dataset | ωB97M-V with the def2-TZVPD basis set
V -0.35094 -0.04723 -0.12163
C 2.49489 -2.51024 1.85735
C 1.90674 -3.78434 1.73639
C 0.68725 -3.87478 1.13543
C 0.04717 -2.73038 0.63407
N 0.62904 -1.47813 0.72247
C 1.85234 -1.42384 1.35981
C -1.24337 -2.72369 0.03467
C -2.07114 -3.84942 -0.10357
C -3.32730 -3.71677 -0.61804
C -3.76267 -2.43457 -1.00124
C -2.91779 -1.37637 -0.88520
N -1.64393 -1.48542 -0.38519
H 3.45504 -2.37892 2.33657
H 2.40344 -4.66428 2.12255
H 0.19481 -4.83288 1.04306
H 2.29213 -0.45147 1.45826
H -1.70957 -4.81679 0.21709
H -3.97594 -4.57634 -0.71974
H -4.75355 -2.27325 -1.40295
H -3.22958 -0.39235 -1.19895
C 0.32039 2.81230 -4.28092
C 1.01145 1.67345 -3.53459
C 2.33401 2.14553 -2.91677
P -0.05859 0.61875 -2.39193
C -0.34368 -0.77728 -3.64343
C -1.19752 -0.47913 -4.87698
C -0.69612 -2.16441 -3.11344
C -1.63854 1.45866 -1.85407
C -2.46025 1.87695 -2.90904
C -3.64547 2.57005 -2.75522
C -4.41439 3.08790 -3.94375
C -4.06864 2.80700 -1.45307
C -3.33951 2.35916 -0.37385
C -2.11771 1.69287 -0.50511
N -1.50947 1.18473 0.67304
C -1.95429 1.53144 2.00598
C -1.81566 2.84090 2.48448
C -1.20594 3.94613 1.67350
C -2.22677 3.14225 3.78001
C -2.74819 2.19467 4.64309
C -3.13893 2.54186 6.05475
C -2.86972 0.90310 4.15549
C -2.49483 0.55650 2.86125
C -2.69721 -0.87999 2.45532
H 1.08918 3.34512 -4.84823
H -0.12457 3.51783 -3.58348
H -0.43360 2.47359 -4.99149
H 1.27304 0.91187 -4.26540
H 2.20757 3.10432 -2.41965
H 3.05861 2.27333 -3.72649
H 2.74634 1.43420 -2.20072
H 0.69725 -0.85978 -3.96572
H -2.25245 -0.39092 -4.61005
H -1.11238 -1.31561 -5.57654
H -0.89336 0.42048 -5.40779
H -1.74241 -2.24573 -2.82061
H -0.06665 -2.45557 -2.27329
H -0.52630 -2.88815 -3.91546
H -2.11440 1.70530 -3.91735
H -4.05735 2.63760 -4.87034
H -4.30436 4.17078 -4.03822
H -5.48074 2.87379 -3.85063
H -4.99012 3.35260 -1.27636
H -3.70559 2.53249 0.63066
H -0.11928 3.87834 1.70328
H -1.48964 4.91488 2.08554
H -1.48002 3.92628 0.62106
H -2.11764 4.16797 4.11873
H -3.39840 3.59658 6.14377
H -2.31513 2.34595 6.74489
H -3.99219 1.94929 6.38607
H -3.28725 0.13019 4.79369
H -3.23925 -1.41012 3.23784
H -1.74730 -1.39477 2.30789
H -3.27350 -0.96147 1.53568
S -0.11313 4.52712 -1.21031
C 1.20146 3.90910 -0.29790
C 2.17304 4.83212 0.19517
C 3.24457 4.42689 0.94141
C 3.38198 3.06589 1.23419
C 2.40928 2.23035 0.74865
N 1.33873 2.58382 0.01255
H 2.02266 5.87351 -0.04869
H 3.97070 5.14790 1.30099
H 4.20384 2.67470 1.81862
H 2.50064 1.17821 0.96255
```

The expectation value of S² is 0.789. The calculation puts the energy relative to the best compared isomer or geometry (same formula, charge and spin) at 78.10 kcal per mole. As for the HOMO-LUMO gap (alpha / beta): 5.66 / 5.46 eV. The value obtained for the LUMO energy (alpha / beta) is -0.5 / -0.7 eV. The calculation puts the HOMO energy (alpha / beta) at -6.13 / -6.14 eV. The spin multiplicity is 2. The value obtained for the energy is -3338.2222 Eh.

Mulliken population analysis, charges in e, atoms 1 to 5: -0.6841, -0.8804, -0.6996, -1.2217, 1.1637

---

Record 3
The following is a DFT calculation (ωB97M-V with the def2-TZVPD basis set) of C37H43N5S6W as an isolated structure at a distorted geometry.

The geometry in XYZ format:
```
92
C37H43N5S6W | the Open Molecules 2025 dataset | ωB97M-V with the def2-TZVPD basis set
W -0.40440 -0.30230 -0.16160
C -0.51770 -2.79220 -2.51580
C 0.75410 -3.28680 -0.26230
S 1.16010 -1.98140 0.97430
C 0.36210 -2.55930 2.51690
C -1.15460 -2.71380 2.52200
S -1.97450 -2.00210 1.03480
C -3.50970 -1.20130 1.66360
C -3.65550 0.26980 1.30710
S -3.04110 0.83260 -0.33590
C -3.92280 -0.22030 -1.55130
C -3.28000 -1.56250 -1.86910
S -1.52690 -1.22330 -2.30440
H -2.12060 -4.09690 -3.05040
H -0.21790 -2.70060 -3.56640
H 1.52110 -4.05710 -0.17740
H -0.21210 -3.71140 0.00020
H 0.68890 -1.82180 3.25460
H 0.84560 -3.50820 2.76390
H -1.59020 -2.23390 3.39810
H -1.42730 -3.77190 2.52810
H -3.50250 -1.32720 2.74790
H -4.33800 -1.78920 1.26700
H -3.07950 0.88390 2.00060
H -4.70430 0.56880 1.36950
H -3.96130 0.40340 -2.44600
H -4.94310 -0.35000 -1.19110
H -3.75920 -1.97790 -2.75870
H -3.34970 -2.27940 -1.05110
C 0.82000 -5.41330 -3.03910
C -0.46790 -5.30650 -2.67120
C -1.28050 -4.08800 -2.34780
C 0.78600 -2.64510 -1.66980
C 1.91630 -3.22070 -2.49510
C 1.86920 -4.42180 -3.08680
N 0.92120 -1.19910 -1.46520
N 1.67550 -0.55750 -2.24800
C 1.53250 0.77080 -2.17200
C 2.24930 1.63220 -3.01820
C 1.97910 2.97680 -2.96000
C 0.98610 3.42350 -2.07780
C 0.31630 2.52070 -1.28080
N 0.57740 1.20280 -1.28130
H 1.14360 -6.39220 -3.36900
H -1.06270 -6.20960 -2.64980
H -1.69560 -4.20270 -1.34120
H 2.77590 -2.58030 -2.61790
H 2.75520 -4.73250 -3.62460
H 2.96330 1.20700 -3.70660
H 2.51120 3.67380 -3.58940
H 0.73010 4.47100 -2.03060
H -0.47240 2.84230 -0.60630
S -0.48220 0.88350 2.10700
C 0.10620 2.32330 2.81010
N -0.36990 2.70240 3.97590
C 0.18460 3.88460 4.61260
C 0.47980 4.93360 3.55520
N 1.36690 4.35750 2.55970
C 2.43450 5.19430 2.04930
C 1.90510 6.48570 1.49320
C 0.83930 6.45620 0.57970
C 0.35860 7.62040 0.02260
C 0.92950 8.84670 0.37530
C 1.97770 8.88390 1.29660
C 2.46480 7.71650 1.85280
C 1.20290 3.09030 2.19840
S 2.22190 2.25460 1.16940
C -1.40360 2.01840 4.72350
C -2.63930 2.88430 4.83130
C -3.21540 3.42710 3.68270
C -4.33190 4.23540 3.78420
C -4.88240 4.50730 5.03150
C -4.32470 3.94500 6.17390
C -3.20120 3.14220 6.07640
H 1.10310 3.60810 5.14530
H -0.53990 4.26300 5.33450
H 0.96950 5.79400 4.00850
H -0.44590 5.28400 3.08430
H 2.96120 4.62990 1.26700
H 3.15380 5.39440 2.85070
H 0.41160 5.50320 0.29680
H -0.44590 7.59010 -0.69640
H 0.56470 9.75940 -0.07360
H 2.40390 9.83290 1.58220
H 3.28060 7.76490 2.56020
H -1.01610 1.80800 5.72410
H -1.64010 1.06790 4.24090
H -2.77510 3.23140 2.71230
H -4.76610 4.66730 2.89710
H -5.73370 5.16420 5.11240
H -4.75450 4.14590 7.14090
H -2.76030 2.72170 6.96680
```

The expectation value of S² is 2.045. The calculation puts the energy relative to the best compared isomer or geometry (same formula, charge and spin) at 66.56 kcal per mole. As for the HOMO-LUMO gap (alpha / beta): 4.39 / 3.36 eV. The value obtained for the LUMO energy (alpha / beta) is -12.6 / -13.7 eV. The calculation puts the HOMO energy (alpha / beta) at -17.02 / -17.01 eV. The spin multiplicity is 3. Its net charge is +4. The value obtained for the energy is -4164.2730 Eh.

Mulliken population analysis, charges in e, atoms 1 to 5: 0.0790, -0.2434, -0.9037, -0.0249, -0.6592